Record 1
{"formula": "C26H34IN5O13", "method": "the ωB97M-V functional and the def2-TZVPD basis", "charge": 0, "smiles": "CC(C)CCc1ccc2c(c1)C(=O)c1cccc(CC(=O)I)c1C2=O.C[N+](=O)[O-].C[N+](=O)[O-].C[N+](=O)[O-].C[N+](=O)[O-].C[N+](=O)[O-]", "gap_ev": 8.6, "e_homo_ev": -9.53, "species": ["C", "C", "C", "C", "C", "C", "C", "C", "C", "C", "C", "C", "O", "C", "C", "C", "C", "C", "C", "C", "O", "I", "C", "C", "O", "H", "H", "H", "H", "H", "H", "H", "H", "H", "H", "H", "H", "H", "H", "H", "H", "H", "H", "H", "C", "N", "O", "O", "H", "H", "H", "C", "N", "O", "O", "H", "H", "H", "C", "N", "O", "O", "H", "H", "H", "C", "N", "O", "O", "H", "H", "H", "C", "N", "O", "O", "H", "H", "H"], "xyz": [[5.995, -1.598, -0.067], [4.519, -1.368, 0.341], [4.387, -1.793, 1.832], [4.105, 0.099, 0.116], [3.245, 0.285, -1.176], [1.846, -0.227, -0.853], [1.468, -1.481, -1.294], [0.217, -1.926, -0.945], [-0.637, -1.171, -0.188], [-0.234, 0.088, 0.217], [1.011, 0.563, -0.103], [-1.199, 0.906, 1.007], [-0.830, 1.844, 1.700], [-2.657, 0.532, 0.963], [-3.572, 1.486, 1.332], [-4.912, 1.179, 1.312], [-5.304, -0.087, 0.952], [-4.406, -1.063, 0.593], [-4.935, -2.439, 0.233], [-5.202, -2.653, -1.259], [-6.175, -3.263, -1.610], [-3.873, -1.921, -2.795], [-3.059, -0.738, 0.589], [-1.992, -1.713, 0.189], [-2.142, -2.925, 0.176], [6.595, -0.991, 0.617], [6.155, -1.344, -1.119], [6.202, -2.668, 0.148], [3.857, -2.050, -0.204], [4.048, -2.828, 1.930], [3.710, -1.132, 2.375], [5.364, -1.727, 2.321], [3.426, 0.358, 0.937], [4.950, 0.793, 0.142], [3.211, 1.345, -1.442], [3.668, -0.307, -1.994], [2.127, -2.108, -1.880], [-0.110, -2.905, -1.283], [1.311, 1.546, 0.246], [-3.276, 2.488, 1.622], [-5.672, 1.915, 1.578], [-6.373, -0.282, 0.982], [-5.905, -2.551, 0.725], [-4.285, -3.200, 0.668], [9.398, -4.348, 0.374], [8.033, -4.208, 0.947], [7.910, -3.509, 1.929], [7.140, -4.810, 0.385], [10.085, -3.762, 0.974], [9.658, -5.402, 0.402], [9.362, -3.980, -0.648], [3.317, 1.527, 5.235], [4.080, 1.393, 3.965], [3.914, 2.245, 3.115], [4.817, 0.437, 3.867], [2.705, 2.420, 5.178], [2.701, 0.638, 5.340], [4.039, 1.600, 6.043], [-6.018, 5.864, 0.754], [-6.304, 4.684, 1.615], [-6.100, 4.787, 2.804], [-6.726, 3.688, 1.060], [-5.652, 6.667, 1.382], [-5.268, 5.566, 0.027], [-6.947, 6.142, 0.266], [-1.010, 4.652, -0.123], [-2.166, 5.097, -0.945], [-2.171, 4.809, -2.119], [-3.036, 5.727, -0.371], [-0.322, 4.107, -0.758], [-0.539, 5.539, 0.290], [-1.398, 4.011, 0.665], [-5.906, -2.382, -6.570], [-4.874, -2.335, -7.641], [-4.530, -1.243, -8.044], [-4.447, -3.398, -8.037], [-6.191, -1.367, -6.318], [-6.754, -2.938, -6.958], [-5.466, -2.884, -5.713]], "forces_ev_per_a": [[-1.0, -0.7, 0.4], [0.6, 0.0, 0.7], [0.2, 0.1, -0.2], [-0.9, -0.3, -0.2], [0.1, -0.3, 0.9], [2.0, 0.5, -1.1], [-0.3, 0.2, 0.3], [-0.2, -1.6, -0.6], [-1.1, 0.2, 0.2], [-1.1, 0.5, 0.6], [-0.1, 0.4, 0.3], [0.2, 0.4, 0.6], [-0.2, -0.3, -0.6], [1.2, 0.4, 0.0], [-0.4, 0.8, 0.2], [-0.4, 0.5, 0.2], [-1.0, 0.1, 0.1], [-0.1, -0.9, -0.2], [0.1, 0.8, 0.4], [-1.5, -1.4, 0.3], [1.2, 0.8, 0.1], [0.1, 0.1, 0.2], [0.7, -0.6, -0.4], [0.7, -0.7, 0.0], [-0.3, 0.6, 0.0], [0.2, 0.0, -0.4], [0.3, -0.1, 0.1], [0.1, 0.7, -0.5], [0.1, 0.3, -0.3], [0.0, 0.1, -0.1], [-0.1, -0.2, 0.0], [-0.2, 0.0, 0.1], [0.3, 0.3, 0.0], [0.0, -0.2, 0.0], [0.0, -0.1, -0.1], [0.0, 0.3, 0.0], [0.0, 0.1, 0.0], [-0.1, 0.1, 0.1], [0.0, -0.1, 0.0], [0.3, -0.2, 0.0], [0.4, -0.2, -0.1], [0.1, -0.3, -0.1], [0.0, 0.0, -0.3], [0.0, -0.1, -0.6], [0.2, 0.1, 0.0], [0.2, -0.1, 0.1], [-0.1, 0.0, 0.0], [0.0, 0.0, 0.1], [-0.1, 0.0, 0.0], [-0.1, 0.0, -0.1], [0.0, -0.1, 0.0], [-0.2, 0.1, 0.1], [-0.1, 0.1, 0.0], [0.0, 0.0, -0.1], [0.1, 0.1, 0.1], [0.0, 0.0, -0.1], [0.1, 0.0, 0.0], [0.0, -0.1, 0.0], [0.0, 0.2, 0.0], [0.0, 0.2, 0.0], [0.0, -0.1, 0.0], [-0.1, 0.1, 0.0], [0.0, -0.1, 0.1], [-0.1, 0.0, 0.0], [0.0, -0.1, -0.1], [0.1, -0.1, 0.0], [0.2, -0.1, 0.0], [-0.1, 0.0, -0.1], [0.0, 0.0, 0.0], [-0.1, 0.0, -0.1], [-0.1, 0.0, 0.1], [0.0, 0.1, 0.1], [-0.1, 0.1, 0.1], [-0.1, 0.1, 0.1], [0.1, 0.0, 0.0], [0.0, 0.0, 0.0], [0.1, 0.0, -0.1], [0.1, -0.1, 0.0], [0.0, -0.1, -0.1]]}

Record 2
{"formula": "C8H6N2O", "method": "the ωB97M-V functional and the def2-TZVPD basis", "charge": 0, "smiles": "c1ccc(-c2ncco2)nc1", "gap_ev": 9.9, "e_homo_ev": -9.37, "species": ["C", "C", "C", "C", "C", "C", "C", "C", "H", "H", "H", "H", "H", "H", "N", "N", "O"], "xyz": [[2.337, 1.112, -0.233], [2.998, -0.138, -0.002], [2.225, -1.247, 0.198], [0.308, -0.128, -0.046], [0.870, 1.109, -0.215], [-1.274, -0.200, -0.103], [-3.336, -0.368, -0.587], [-3.223, 0.167, 0.688], [2.836, 1.869, -0.189], [4.160, -0.196, 0.103], [2.849, -2.122, 0.649], [0.398, 1.866, -0.478], [-4.168, -0.596, -1.569], [-3.984, 0.348, 1.519], [0.927, -1.310, 0.264], [-2.005, -0.468, -1.021], [-1.917, 0.302, 1.023]], "forces_ev_per_a": [[-6.6, -10.5, 1.0], [1.2, 3.1, -0.6], [2.5, -2.6, 2.4], [-3.0, -1.3, 0.4], [7.8, -7.3, 1.3], [5.5, 2.4, 4.4], [-1.0, 0.7, -2.1], [-2.7, -0.6, 0.2], [5.5, 8.9, -0.2], [-2.4, 0.1, -0.3], [-1.5, 0.9, -1.3], [-4.5, 6.8, -1.9], [2.3, 0.8, 4.1], [1.3, -0.1, -1.5], [-1.3, 1.7, -0.9], [-3.1, -2.3, -4.4], [-0.2, -0.8, -0.5]]}

Record 3
{"formula": "C5H24NO9", "method": "the ωB97M-V functional and the def2-TZVPD basis", "spin_multiplicity": 2, "charge": 2, "gap_ev": [8.9, 3.8], "e_homo_ev": [-16.47, -16.47], "species": ["O", "C", "O", "C", "C", "C", "C", "N", "H", "H", "H", "H", "H", "H", "H", "H", "H", "H", "H", "H", "O", "H", "H", "O", "H", "H", "O", "H", "H", "O", "H", "H", "O", "H", "H", "O", "H", "H", "O"], "xyz": [[-0.457, -2.588, 0.235], [0.563, -3.115, -0.149], [0.448, -3.781, -1.350], [1.877, -3.011, 0.447], [2.419, -1.657, 0.965], [1.302, -1.042, 1.773], [0.676, -0.013, 1.164], [-0.691, 0.460, 1.665], [-0.405, -3.807, -1.771], [1.934, -3.640, 1.298], [2.653, -3.562, -0.291], [3.388, -1.751, 1.689], [2.806, -1.010, 0.167], [0.987, -1.570, 2.703], [0.924, 0.524, 0.296], [-1.331, -0.393, 1.693], [-1.128, 1.204, 1.154], [-0.645, 0.849, 2.579], [-0.313, -0.736, -3.832], [1.180, -1.229, -3.617], [0.398, -0.839, -3.121], [-2.666, -1.809, 0.348], [-3.870, -1.093, 0.591], [-2.966, -1.062, 0.872], [-2.156, 3.341, 3.457], [-1.556, 3.600, 2.145], [-1.533, 3.071, 2.874], [-2.884, 1.926, -3.545], [-2.770, 1.272, -2.215], [-2.850, 1.194, -3.028], [1.398, 3.909, 2.535], [0.690, 5.094, 1.785], [0.881, 4.184, 1.722], [1.432, 1.397, -2.039], [2.232, 0.469, -2.825], [2.320, 1.310, -2.357], [0.158, 3.483, -0.221], [-0.916, 4.309, -0.890], [-0.657, 3.390, -0.603]], "forces_ev_per_a": [[-0.4, 1.4, 1.5], [-1.7, -0.7, -4.4], [2.8, 0.4, 2.6], [4.6, -1.6, -1.4], [1.3, 0.6, 1.3], [0.7, -1.1, -0.7], [-3.3, 0.7, 1.5], [1.1, -2.7, -0.3], [-1.2, 0.3, 0.0], [-0.5, -1.1, 0.9], [-1.7, 1.5, 1.5], [-2.3, -0.5, -1.5], [-0.6, 0.0, 0.1], [0.1, 0.8, -0.7], [0.9, 0.3, -1.0], [0.0, 1.2, -0.2], [-0.3, 0.6, -1.1], [0.2, 0.6, 1.6], [1.4, -0.1, 1.4], [-1.6, 0.6, 0.7], [0.1, -0.7, -2.0], [0.6, -0.3, 0.0], [-1.4, 0.7, 0.3], [0.9, -0.4, -0.3], [-3.1, 1.4, 2.8], [0.0, 2.5, -3.1], [3.1, -4.2, 0.2], [-0.1, 3.5, -1.6], [1.1, 2.1, 11.5], [-0.9, -5.6, -9.9], [-1.0, 0.9, -1.4], [-0.1, 1.8, 0.4], [1.3, -2.7, 1.0], [-0.9, 0.5, 0.1], [0.3, 0.3, -0.2], [0.6, -0.7, 0.2], [3.5, 0.7, 1.7], [0.4, -1.5, 0.3], [-3.8, 0.6, -1.9]]}

Record 4
{"formula": "C9H23BrNO5P", "method": "the ωB97M-V functional and the def2-TZVPD basis", "charge": 0, "smiles": "N=[PH2]OC(=O)OBr.CCOCC.CCOCC", "gap_ev": 8.0, "e_homo_ev": -9.22, "species": ["N", "P", "O", "C", "O", "O", "Br", "H", "H", "H", "C", "C", "O", "C", "C", "H", "H", "H", "H", "H", "H", "H", "H", "H", "H", "C", "C", "O", "C", "C", "H", "H", "H", "H", "H", "H", "H", "H", "H", "H"], "xyz": [[4.637, 0.013, 1.657], [3.486, -0.965, 1.270], [2.334, -1.019, 2.504], [1.045, -1.115, 2.033], [0.471, -2.118, 2.135], [0.382, -0.067, 1.484], [1.216, 1.557, 1.694], [4.459, 0.384, 2.589], [3.972, -2.270, 0.968], [2.787, -0.496, 0.121], [-4.044, -0.279, 2.457], [-2.778, 0.543, 2.281], [-3.020, 1.905, 1.968], [-3.757, 2.646, 2.924], [-3.097, 2.708, 4.291], [-4.657, -0.231, 1.555], [-3.793, -1.322, 2.657], [-4.654, 0.083, 3.286], [-2.207, 0.135, 1.447], [-2.134, 0.465, 3.164], [-4.778, 2.256, 3.001], [-3.843, 3.658, 2.524], [-2.993, 1.720, 4.742], [-3.690, 3.324, 4.970], [-2.097, 3.139, 4.212], [1.090, -2.673, -3.800], [1.419, -1.446, -2.967], [2.683, -0.878, -3.260], [2.877, -0.426, -4.590], [1.896, 0.653, -5.017], [1.856, -3.440, -3.670], [0.125, -3.086, -3.502], [1.038, -2.440, -4.865], [1.451, -1.734, -1.914], [0.632, -0.690, -3.056], [2.854, -1.272, -5.285], [3.889, -0.022, -4.629], [0.865, 0.299, -5.002], [2.121, 0.988, -6.031], [1.958, 1.511, -4.345]], "forces_ev_per_a": [[-0.8, -0.8, 0.2], [1.6, 1.9, 0.8], [0.1, 0.5, -2.0], [0.4, 0.6, 0.6], [-1.7, -2.6, 0.0], [1.2, 0.6, 0.4], [-0.2, 0.2, -0.2], [0.4, 0.2, -0.2], [-0.8, 0.1, 0.1], [-0.3, -0.7, 0.3], [-0.1, 0.1, 0.1], [-0.1, -0.1, 0.0], [0.1, 0.1, -0.2], [0.0, 0.0, 0.1], [0.1, -0.1, 0.0], [0.1, 0.0, 0.0], [0.0, 0.0, 0.0], [0.0, -0.1, 0.1], [0.0, 0.2, 0.0], [0.0, 0.0, 0.1], [0.0, 0.0, 0.1], [0.1, -0.1, -0.1], [-0.1, 0.0, 0.0], [0.0, 0.0, 0.0], [0.0, 0.0, 0.0], [0.1, 0.0, -0.1], [-0.1, 0.0, -0.1], [0.2, 0.0, 0.2], [-0.1, 0.0, -0.1], [-0.1, 0.0, 0.1], [0.0, 0.0, 0.0], [0.0, 0.0, 0.0], [-0.1, 0.0, 0.0], [0.1, 0.1, 0.0], [0.0, 0.0, -0.1], [-0.1, 0.0, 0.0], [0.0, -0.1, 0.2], [0.0, 0.0, -0.1], [0.0, 0.0, 0.0], [0.0, 0.0, 0.0]]}